{
  "formula": "C60H134F12N4O15P2S4",
  "method": "ωB97M-V/def2-TZVPD",
  "species": ["C", "C", "C", "C", "N", "C", "C", "C", "C", "C", "H", "H", "H", "H", "H", "H", "H", "H", "H", "H", "H", "H", "H", "H", "H", "H", "H", "H", "H", "H", "C", "N", "C", "C", "C", "C", "O", "H", "H", "H", "H", "H", "H", "H", "H", "H", "H", "H", "H", "H", "H", "C", "N", "C", "C", "C", "C", "O", "H", "H", "H", "H", "H", "H", "H", "H", "H", "H", "H", "H", "H", "H", "C", "N", "C", "C", "C", "C", "O", "H", "H", "H", "H", "H", "H", "H", "H", "H", "H", "H", "H", "H", "H", "C", "C", "C", "C", "P", "C", "C", "C", "C", "C", "C", "C", "C", "C", "C", "C", "C", "H", "H", "H", "H", "H", "H", "H", "H", "H", "H", "H", "H", "H", "H", "H", "H", "H", "H", "H", "H", "H", "H", "H", "H", "H", "H", "H", "H", "H", "H", "H", "H", "H", "H", "H", "H", "C", "C", "C", "C", "P", "C", "C", "C", "C", "C", "C", "C", "C", "C", "C", "C", "C", "H", "H", "H", "H", "H", "H", "H", "H", "H", "H", "H", "H", "H", "H", "H", "H", "H", "H", "H", "H", "H", "H", "H", "H", "H", "H", "H", "H", "H", "H", "H", "H", "H", "H", "H", "H", "C", "F", "F", "F", "S", "O", "O", "O", "C", "F", "F", "F", "S", "O", "O", "O", "C", "F", "F", "F", "S", "O", "O", "O", "C", "F", "F", "F", "S", "O", "O", "O"],
  "coordinates": [[0.31346, -5.14487, -1.51263], [-1.01988, -4.39062, -1.45655], [-2.20779, -5.34487, -1.12267], [-2.26718, -5.84341, 0.30513], [-3.62481, -5.75047, 0.97564], [-4.13531, -4.29262, 0.89112], [-4.66734, -3.97301, 2.26359], [-3.63681, -4.71417, 3.15837], [-3.53263, -6.03460, 2.45810], [-4.58303, -6.63823, 0.27628], [0.32992, -5.85593, -2.36402], [0.49472, -5.75342, -0.63869], [1.14804, -4.49714, -1.66609], [-1.22263, -3.83190, -2.36404], [-1.06781, -3.64558, -0.70155], [-2.14209, -6.27999, -1.71261], [-3.13290, -4.77443, -1.29864], [-1.57655, -5.32549, 0.98351], [-2.00675, -6.90724, 0.51211], [-4.80550, -4.22621, 0.04316], [-3.26456, -3.62621, 0.56193], [-5.68876, -4.43240, 2.37923], [-4.71315, -2.90884, 2.45372], [-4.01200, -4.89549, 4.14667], [-2.79858, -4.08895, 3.25612], [-4.40749, -6.66100, 2.70947], [-2.65751, -6.69439, 2.75051], [-4.53624, -6.39946, -0.78402], [-5.56005, -6.50905, 0.74638], [-4.26501, -7.66844, 0.36420], [-4.72951, 5.58199, 5.42032], [-6.15712, 5.44422, 5.09259], [-6.90649, 6.71125, 5.42012], [-6.29409, 5.11919, 3.61096], [-6.82972, 4.31612, 5.83343], [-7.32899, 4.68238, 7.21838], [-6.12224, 5.12549, 7.92061], [-4.22816, 4.70059, 5.12439], [-4.70935, 5.69255, 6.51198], [-4.25982, 6.41434, 4.87341], [-8.00176, 6.61790, 5.26433], [-6.53898, 7.45063, 4.75391], [-6.65840, 7.00199, 6.40795], [-7.29593, 5.33579, 3.16906], [-6.10153, 4.03519, 3.40481], [-5.56138, 5.78546, 3.09336], [-6.08885, 3.52675, 5.81711], [-7.65361, 4.00856, 5.20712], [-7.76803, 3.80503, 7.72649], [-8.05815, 5.52586, 7.21602], [-6.50088, 5.19739, 8.83128], [-1.82009, -0.08553, 1.70473], [-2.00076, 0.64214, 0.41415], [-1.76583, 2.11345, 0.54470], [-1.15293, 0.31022, -0.72976], [-3.44089, 0.48165, -0.08790], [-4.13040, -0.84455, -0.09868], [-3.32412, -1.87147, -0.62330], [-1.78282, -1.17136, 1.44129], [-2.67417, 0.15610, 2.33592], [-0.84205, 0.16332, 2.09544], [-0.71884, 2.06711, 0.77711], [-2.33288, 2.65360, 1.31031], [-1.98103, 2.60304, -0.39444], [-1.18507, -0.74131, -0.87058], [-0.16284, 0.61058, -0.40393], [-1.49717, 0.84016, -1.62533], [-3.33348, 0.92462, -1.13175], [-4.00389, 1.19673, 0.52266], [-5.04538, -0.82708, -0.59176], [-4.44796, -1.08286, 0.97203], [-3.72410, -2.09742, -1.54321], [-1.92993, -0.25500, -6.92188], [-2.56842, -1.02364, -5.80739], [-3.66313, -0.18044, -5.20918], [-3.27926, -2.22492, -6.39917], [-1.55749, -1.42310, -4.68637], [-0.18445, -1.90656, -5.14913], [-0.25125, -3.00042, -6.09022], [-1.28590, -0.85094, -7.65174], [-1.25347, 0.45348, -6.46374], [-2.65429, 0.27609, -7.40406], [-4.39228, 0.04661, -6.07374], [-3.17793, 0.74964, -4.76195], [-4.24454, -0.71167, -4.39702], [-4.06139, -1.82172, -7.00327], [-3.67278, -2.93078, -5.61069], [-2.56787, -2.80242, -6.91734], [-2.05499, -2.28197, -4.14539], [-1.36799, -0.52741, -3.98434], [0.28916, -2.23854, -4.20301], [0.32547, -1.01977, -5.60562], [0.56170, -3.09370, -6.54685], [2.21210, -0.34290, -2.75004], [2.64350, 0.62311, -1.67633], [2.50954, 2.08512, -2.21065], [2.02973, 3.05939, -1.15305], [2.16766, 4.82537, -1.56893], [1.64448, 5.31779, -3.28835], [2.35929, 4.61907, -4.47212], [2.37608, 5.51146, -5.67372], [3.25486, 6.70768, -5.54782], [1.14092, 5.77309, -0.45546], [1.70284, 5.60708, 0.99553], [0.66779, 5.90889, 2.11079], [-0.50198, 4.85313, 2.23837], [3.92627, 5.24029, -1.36768], [4.57550, 6.50421, -1.96387], [6.10810, 6.53055, -1.96503], [6.52697, 7.61498, -2.96449], [2.32960, -1.35091, -2.41414], [2.89267, -0.20520, -3.60248], [1.17370, -0.19233, -3.13478], [3.67089, 0.55779, -1.35963], [1.98270, 0.36095, -0.84239], [1.79658, 2.06997, -3.06154], [3.49362, 2.28797, -2.58073], [2.70808, 3.04007, -0.33699], [1.03717, 2.82677, -0.80847], [1.76690, 6.38972, -3.26165], [0.54801, 5.07803, -3.36031], [2.05409, 3.65428, -4.71689], [3.42126, 4.39511, -4.12071], [1.34468, 5.81168, -6.01154], [2.80978, 4.93995, -6.52203], [2.76846, 7.48675, -4.95305], [3.37526, 7.19644, -6.56797], [4.27177, 6.53619, -5.13009], [0.18447, 5.26774, -0.46631], [1.04262, 6.80755, -0.84649], [2.65465, 6.11478, 1.26669], [1.99597, 4.53894, 0.95525], [0.37314, 6.98580, 1.99385], [1.25933, 5.85007, 3.03392], [-1.14338, 4.86753, 1.34143], [-1.20315, 5.14616, 3.03814], [-0.06079, 3.88533, 2.29855], [4.47525, 4.41031, -1.85814], [4.30048, 5.10938, -0.34846], [4.31531, 7.44759, -1.46303], [4.23675, 6.63691, -2.98300], [6.46025, 5.51755, -2.21930], [6.49917, 6.83472, -1.02967], [6.21821, 7.35736, -3.99821], [7.64723, 7.72331, -2.93447], [6.05235, 8.56868, -2.70167], [-0.30456, -3.20030, 3.49099], [0.53908, -3.09333, 2.18601], [1.96265, -3.56984, 2.49080], [2.98369, -3.38805, 1.39066], [4.63856, -3.84326, 2.07171], [5.23884, -2.57158, 3.20301], [5.82760, -1.28108, 2.50063], [6.65052, -0.31073, 3.40440], [7.38269, 0.81500, 2.59183], [4.42179, -5.42880, 2.92425], [3.85787, -6.32486, 1.92555], [4.00776, -7.88166, 2.29605], [3.97564, -8.73803, 0.98902], [6.02671, -4.07893, 0.93951], [7.37584, -4.37685, 1.60937], [8.49232, -4.57367, 0.61972], [8.60115, -3.34659, -0.20442], [0.05350, -2.60842, 4.34209], [-0.24794, -4.24499, 3.94991], [-1.29916, -2.80192, 3.32247], [0.55790, -2.01866, 1.91216], [-0.05583, -3.54568, 1.40871], [1.88638, -4.68492, 2.79628], [2.25347, -2.98779, 3.32259], [3.02154, -2.31108, 1.14500], [2.81347, -3.92295, 0.47851], [5.93988, -3.05768, 3.87713], [4.44780, -2.33322, 3.91102], [5.05070, -0.70278, 2.01688], [6.37335, -1.69182, 1.69019], [7.45209, -0.86900, 3.85914], [6.05159, 0.13975, 4.21419], [7.54406, 0.62383, 1.51939], [8.38549, 1.07349, 3.01512], [6.81226, 1.76662, 2.49724], [3.90951, -5.41716, 3.92076], [5.46030, -5.68328, 3.05459], [4.30719, -6.15024, 0.94459], [2.78827, -6.13155, 1.89172], [3.22651, -8.17707, 2.99246], [5.01298, -8.00631, 2.69715], [3.84877, -9.80667, 1.21077], [4.86072, -8.51618, 0.30166], [3.01403, -8.52325, 0.47173], [6.18233, -3.24492, 0.30684], [5.65583, -4.80299, 0.18537], [7.34631, -5.19307, 2.30577], [7.62154, -3.51708, 2.28033], [8.36762, -5.50890, 0.03811], [9.36793, -4.87738, 1.15681], [7.68499, -3.29127, -0.84036], [9.40214, -3.52667, -0.88763], [8.70596, -2.37191, 0.38787], [-6.73308, -3.36811, -3.83909], [-6.73105, -2.99601, -5.11514], [-7.22134, -2.25357, -3.23266], [-7.66958, -4.27653, -3.68634], [-5.07956, -3.90720, -3.19370], [-4.60823, -4.81110, -4.16435], [-4.26937, -2.71362, -3.12510], [-5.51354, -4.43014, -1.88824], [-6.78144, 1.11953, 2.16741], [-6.60637, 0.22895, 1.13019], [-7.20146, 2.23781, 1.61126], [-7.78793, 0.60580, 2.92287], [-5.21070, 1.44501, 3.12653], [-5.56058, 1.80478, 4.48329], [-4.60113, 0.15647, 2.96807], [-4.57296, 2.54241, 2.34141], [-1.88255, 3.44493, -5.15228], [-0.80046, 4.06336, -5.64861], [-2.71359, 4.45915, -4.86026], [-2.37893, 2.62896, -6.05620], [-1.47146, 2.55779, -3.54442], [-0.70458, 1.35580, -3.92442], [-0.68431, 3.36996, -2.62997], [-2.79245, 2.29834, -3.06104], [3.10869, 2.04896, 3.26110], [3.24919, 3.27090, 2.76779], [4.17513, 1.74092, 4.01177], [2.05378, 2.04824, 4.15111], [2.76561, 0.83529, 1.93661], [1.58959, 1.50523, 1.33697], [3.91914, 0.87413, 1.05578], [2.53410, -0.40617, 2.62627]],
  "forces_ev_per_angstrom": [[-0.7, -0.5, -0.9], [-0.4, -1.5, 0.2], [0.1, -0.2, -0.6], [0.6, -0.8, 2.0], [0.4, 1.0, -0.3], [1.4, 0.7, -0.8], [-0.5, -1.1, 0.3], [-2.2, 0.1, -0.3], [0.7, -1.6, 0.4], [0.1, -0.2, 0.0], [-0.2, 0.4, 0.3], [0.0, -0.1, 0.5], [0.6, 0.6, 0.0], [-0.1, -0.3, -0.4], [0.4, 0.8, 0.9], [-0.4, 0.8, -0.4], [0.2, -0.6, -0.4], [-0.2, 0.4, -0.2], [0.0, 0.5, -0.9], [-0.4, -0.1, 0.1], [-1.1, -1.0, 0.9], [0.8, 0.6, 0.0], [-0.1, 0.2, 0.0], [-0.2, 0.0, 0.6], [1.5, 0.2, -0.2], [0.2, 0.5, -0.1], [-0.7, 1.0, -0.8], [-0.6, 0.2, 0.1], [0.0, 0.0, -0.5], [0.1, -0.3, 0.4], [0.1, 0.9, 1.0], [-2.2, 0.2, -1.0], [-0.3, -0.4, -1.1], [0.3, 0.2, -1.1], [-0.1, -0.2, 0.1], [1.2, 0.5, -0.1], [-2.2, -0.4, 1.5], [0.4, -1.1, -0.3], [0.5, 0.2, -0.5], [-0.5, -0.1, 0.3], [0.8, -0.3, 0.1], [0.3, 0.8, -0.7], [0.1, 0.2, 1.0], [0.5, 0.1, 1.0], [0.3, 1.1, 0.5], [-0.5, -0.8, 0.3], [-0.1, -0.4, 0.3], [-0.3, -0.1, -0.1], [0.2, 0.3, -0.4], [0.3, -0.8, -0.1], [1.2, 0.2, -0.7], [0.6, -1.0, -1.2], [-2.9, 0.5, -0.6], [0.1, 0.1, 0.9], [1.3, -0.4, 0.4], [-0.2, 2.3, -1.4], [1.3, -0.9, 3.1], [-0.5, -0.6, -2.2], [-0.3, 0.8, 0.3], [0.3, -0.1, 0.1], [0.1, 0.3, 0.3], [0.6, 1.0, 0.2], [-0.1, -0.8, 0.1], [0.2, -0.1, -0.4], [0.0, -1.0, -0.3], [0.4, -0.1, -0.5], [0.3, -0.2, 0.5], [-0.6, -0.6, 1.2], [-0.1, -0.3, -0.2], [-1.6, 0.7, -1.2], [0.7, 0.1, -1.2], [1.0, 0.1, 1.6], [3.1, -1.5, 0.8], [-0.1, -1.0, 0.6], [-0.7, 1.3, 0.2], [0.1, -0.6, 2.0], [-0.6, -0.7, 0.7], [-0.1, 0.5, -0.7], [-1.7, 0.8, 1.3], [-1.3, 0.2, 1.2], [0.1, 0.3, 0.2], [-2.0, 1.2, -1.5], [1.2, -0.1, 1.5], [-1.0, -1.3, -0.8], [1.0, 0.2, -1.0], [-0.5, -0.1, -0.5], [0.2, 1.2, -0.6], [0.8, -0.5, -1.0], [0.2, 1.2, -0.5], [-0.6, -1.4, -1.3], [0.2, 0.3, -0.5], [0.1, -0.8, 0.5], [1.3, 0.0, -0.5], [0.5, 0.4, -1.4], [-1.5, 0.7, -0.1], [-1.3, -1.2, -0.2], [0.5, 0.9, -0.9], [-0.1, 0.2, -1.7], [-1.0, -1.8, 0.6], [2.3, 1.5, 1.9], [0.0, -0.7, -1.8], [0.5, 2.1, -0.9], [0.8, 0.8, 0.8], [-0.1, -0.7, -0.2], [0.2, -0.3, 0.0], [-0.1, 2.5, -1.1], [1.5, -0.4, -0.3], [-0.5, 0.7, 0.4], [-0.9, -0.4, -1.5], [1.1, -0.4, -0.4], [0.0, -0.9, 0.2], [-0.3, -0.3, -0.2], [0.7, 0.1, 0.6], [0.2, -0.7, 0.2], [0.4, 0.8, 0.3], [0.4, 0.2, 0.4], [0.5, 0.7, -0.4], [0.5, -0.5, 1.2], [-0.4, 0.0, 0.1], [0.2, 0.4, -0.3], [0.9, 0.4, 0.3], [-1.4, -1.5, -0.1], [-0.8, 0.6, -0.7], [0.9, -0.3, 0.5], [-0.5, 0.0, 0.4], [0.2, 0.0, 0.2], [0.0, -0.6, 1.2], [-0.7, -0.2, -0.4], [-0.5, 0.1, -0.2], [0.0, -0.5, 0.4], [-0.7, 0.1, -0.8], [-0.3, 0.3, 1.0], [-0.2, -1.0, 0.2], [-0.3, 0.1, 0.0], [0.3, 0.0, 0.0], [0.6, -0.5, 0.0], [0.1, -0.8, 0.6], [-0.5, 0.1, -0.1], [-0.7, 0.1, 0.3], [-0.6, -0.4, 0.2], [-0.1, -0.1, -0.3], [0.3, 0.4, 0.0], [0.3, -0.1, 1.2], [0.3, 0.1, 0.5], [-1.1, 0.1, -0.2], [0.2, -0.1, 0.0], [0.8, -0.8, 0.7], [-0.5, 1.4, 1.4], [-1.4, -2.5, -0.8], [1.2, 1.1, 0.2], [-0.2, 1.2, 0.9], [-0.3, 1.1, 0.5], [-0.8, -0.2, 1.2], [0.4, 0.1, -1.0], [-0.2, 0.9, -0.3], [1.0, 1.5, 1.2], [-1.3, -3.2, -0.3], [0.8, 1.1, -2.0], [-0.7, 0.5, -0.1], [-0.8, -1.3, -0.5], [-0.4, 0.4, 1.1], [-0.6, -1.2, 0.5], [-0.5, 1.0, -0.7], [0.4, 0.3, -0.5], [-0.7, 1.0, -1.0], [-0.3, -0.5, 0.0], [0.3, -0.4, 0.1], [0.4, -0.8, -0.5], [0.2, 1.8, -0.3], [0.5, 0.5, 1.1], [0.1, -0.3, 0.0], [-0.3, -0.5, -0.5], [0.6, -0.1, -0.2], [-0.4, 0.3, -0.2], [-0.4, -0.1, 0.1], [1.3, 0.1, -0.7], [0.2, -0.4, 0.5], [0.1, -0.3, -0.5], [0.1, -0.7, 0.3], [-0.9, -0.3, -0.2], [0.1, -0.6, 0.6], [0.4, 0.2, -1.0], [0.5, -0.4, 0.7], [-0.2, -0.2, 0.0], [-0.1, -0.1, -0.6], [0.2, 0.0, 0.1], [-0.2, -0.1, 0.6], [0.7, 0.2, 0.0], [-1.3, -0.5, 1.0], [0.7, 0.2, -0.1], [-0.3, 1.3, -0.3], [0.6, -0.3, 0.5], [-0.3, -0.8, 0.2], [-0.1, -0.3, -0.7], [-0.5, 0.6, -0.3], [0.9, 0.6, 0.6], [0.8, 0.3, 0.3], [0.8, 0.7, -0.5], [0.0, -1.4, -0.8], [-1.1, 1.8, 0.0], [0.9, -0.5, -1.0], [0.7, -0.1, 0.9], [0.1, -1.1, 0.1], [-2.5, -0.1, 1.9], [0.7, -1.7, -1.2], [0.6, 1.4, 0.5], [0.9, 0.3, -1.1], [-0.8, -1.1, -0.4], [0.2, 0.8, 1.1], [-0.4, 0.7, -0.1], [0.9, 0.5, -0.3], [0.5, 1.2, -1.1], [-0.3, 0.2, -0.4], [0.7, -0.7, 0.2], [-0.9, -1.5, 1.1], [1.1, 1.7, 1.5], [0.5, -0.6, -0.3], [-0.5, -0.8, -0.2], [-0.3, 0.0, -0.2], [1.5, -1.0, 0.5], [-0.6, 0.9, -0.6], [-0.2, 0.7, -0.8], [-1.2, -0.4, 0.2], [-0.8, -0.6, 1.7], [0.1, 0.2, 0.0], [0.2, 0.1, -0.5], [0.7, 0.2, -1.0], [-0.9, 1.8, -1.4], [0.5, -1.1, 0.7], [0.0, -0.1, 0.5], [-0.1, -0.5, 0.1]],
  "total_energy_ev": -195581.1203,
  "charge": 2,
  "homo_ev": -13.08,
  "max_force_ev_per_a": 3.5,
  "homo_lumo_gap_ev": 10.1
}